{"formula": "C23H23AuNOPSe", "method": "wB97M-V/def2-TZVPD", "energy_ev": -106090.2766, "total_charge": -2, "lumo_ev": 4.29, "orbital_gap_ev": 4.472, "e_homo_ev": -0.185, "de_lowest_kj_mol": 9.0, "species": ["Au", "C", "P", "C", "C", "O", "H", "H", "H", "H", "H", "H", "H", "H", "H", "C", "C", "C", "C", "C", "C", "C", "C", "C", "C", "C", "C", "C", "C", "C", "H", "H", "H", "H", "H", "H", "H", "H", "H", "H", "Se", "C", "C", "C", "N", "C", "C", "H", "H", "H", "H"], "positions_angstrom": [[1.32, -0.34, 0.14], [2.08, 4.27, -0.51], [1.15, 2.80, -0.05], [0.12, 3.22, 1.36], [0.03, 2.45, -1.42], [2.10, 1.66, 0.23], [1.40, 5.07, -0.82], [2.76, 4.02, -1.32], [2.63, 4.63, 0.37], [-0.82, 3.67, 1.04], [0.64, 3.94, 2.01], [-0.08, 2.29, 1.90], [-0.58, 3.32, -1.65], [-0.60, 1.60, -1.15], [0.62, 2.17, -2.30], [0.58, -2.12, -0.02], [0.09, -3.23, -0.16], [-0.47, -4.53, -0.34], [-1.24, -4.76, -1.53], [-1.14, -3.87, -2.64], [-1.87, -4.04, -3.79], [-2.77, -5.10, -3.94], [-2.92, -5.96, -2.86], [-2.18, -5.81, -1.70], [-0.23, -5.50, 0.70], [0.22, -5.09, 1.98], [0.48, -5.98, 3.00], [0.33, -7.36, 2.82], [-0.08, -7.79, 1.56], [-0.35, -6.91, 0.54], [-0.46, -3.03, -2.55], [-1.74, -3.33, -4.60], [-3.34, -5.23, -4.85], [-3.63, -6.78, -2.92], [-2.38, -6.48, -0.87], [0.36, -4.03, 2.15], [0.81, -5.60, 3.96], [0.53, -8.06, 3.62], [-0.17, -8.86, 1.37], [-0.60, -7.30, -0.44], [2.42, 6.23, 2.74], [1.45, 7.55, 1.81], [1.84, 8.90, 1.78], [1.10, 9.83, 1.08], [-0.01, 9.56, 0.39], [-0.40, 8.28, 0.43], [0.27, 7.27, 1.10], [2.74, 9.20, 2.31], [1.43, 10.87, 1.06], [-1.31, 8.04, -0.12], [-0.13, 6.26, 1.09]]}